(1)
Here is a gas-phase ion, C5H8N (charge +1) at a distorted geometry from the Open Molecules 2025 dataset. Energies are from wB97M-V/def2-TZVPD.

## Properties
SMILES = C#C[N@@H+](C)C=C
DFT total energy = -6792.99961 eV
ΔE to the lowest compared entry with this formula, charge and spin = 117.4 kcal/mol
total charge = +1
F_max = 5.522 eV Å⁻¹
HOMO-LUMO gap = 0.4153 Eh
E_HOMO = -15.00 eV

Each line ends with the Mulliken charge.
Cartesian coordinates (Å):
1 C -2.412 0.904 -0.124  -0.18
2 C -1.371 0.340 0.097  -0.31
3 C 1.728 1.310 0.199  -0.74
4 C 0.835 0.600 -0.480  -0.03
5 C -0.079 -1.726 -0.013  -0.89
6 N -0.109 -0.283 0.293  0.16
7 H -3.424 1.244 0.006  0.42
8 H 2.431 1.695 -0.599  0.23
9 H 1.719 1.753 1.110  0.38
10 H 0.967 0.527 -1.559  0.34
11 H 0.842 -2.118 0.397  0.39
12 H -0.797 -2.322 0.374  0.41
13 H -0.250 -1.864 -1.067  0.36
14 H -0.078 -0.058 1.365  0.48

***

(2)
Here is a molecular structure, C14H25KN7OS from the Open Molecules 2025 dataset. Energies are from wB97M-V/def2-TZVPD.

## Properties
DFT total energy = -54564.75432 eV
ΔE to the lowest compared entry with this formula, charge and spin = 4.9 kcal/mol
total charge = -1
F_max = 0.349 eV Å⁻¹
HOMO-LUMO gap = 0.2230 Eh
E_HOMO = -3.75 eV

Each line ends with the Mulliken charge.
Cartesian coordinates (Å):
1 K -0.079 0.555 0.203  0.54
2 N -0.163 0.321 3.286  -0.28
3 C 1.184 0.325 3.837  -1.29
4 C 2.276 0.267 2.772  -0.73
5 N 2.131 -0.774 1.750  1.13
6 C 1.760 -2.065 2.320  -0.76
7 C 1.289 -3.115 1.313  -0.83
8 N 0.020 -2.844 0.665  -0.54
9 C 3.364 -0.913 0.980  -0.67
10 C 3.918 0.359 0.341  -1.05
11 N 3.065 1.064 -0.600  -0.49
12 H -0.365 1.171 2.751  0.06
13 H -0.846 0.293 4.032  0.23
14 H 1.285 -0.534 4.505  0.53
15 H 1.407 1.212 4.448  0.44
16 H 3.240 0.145 3.300  0.34
17 H 2.316 1.238 2.270  0.45
18 H 0.931 -1.906 3.007  0.41
19 H 2.602 -2.485 2.905  0.25
20 H 1.218 -4.056 1.871  0.33
21 H 2.036 -3.294 0.538  0.40
22 H -0.624 -2.361 1.278  0.31
23 H 0.103 -2.324 -0.201  0.16
24 H 3.186 -1.637 0.183  0.26
25 H 4.163 -1.336 1.623  0.32
26 H 4.836 0.068 -0.179  0.40
27 H 4.230 1.069 1.109  0.37
28 H 2.643 0.444 -1.286  0.28
29 H 2.315 1.540 -0.119  0.21
30 N -1.990 -0.384 -4.384  -0.50
31 C -1.657 -0.054 -3.069  0.31
32 S -0.170 -0.799 -2.526  -0.61
33 N -2.503 0.747 -2.501  -0.92
34 N -2.205 1.173 -1.208  0.40
35 C -3.246 1.635 -0.619  -0.51
36 C -3.400 2.175 0.741  0.46
37 C -4.737 2.345 1.129  -0.61
38 C -5.122 2.821 2.368  -0.66
39 C -4.119 3.164 3.275  -0.32
40 C -2.795 3.033 2.932  -0.33
41 C -2.356 2.537 1.665  0.41
42 O -1.101 2.448 1.429  -0.98
43 H -1.591 -1.256 -4.687  0.21
44 H -2.974 -0.264 -4.576  0.25
45 H -4.177 1.606 -1.193  0.26
46 H -5.502 2.079 0.407  0.24
47 H -6.169 2.928 2.621  0.37
48 H -4.381 3.549 4.256  0.34
49 H -2.011 3.323 3.623  0.38

***

(3)
Here is C3H8N2OS in the gas phase at a distorted geometry from the Open Molecules 2025 dataset. Energies are from wB97M-V/def2-TZVPD.

## Properties
SMILES = NC(=O)NCCS
DFT total energy = -19103.91486 eV
ΔE to the lowest compared entry with this formula, charge and spin = 13.5 kcal/mol
F_max = 2.784 eV Å⁻¹
HOMO-LUMO gap = 0.3714 Eh
E_HOMO = -9.36 eV

Each line ends with the Mulliken charge.
Cartesian coordinates (Å):
1 C 0.126 -0.045 -0.567  -0.64
2 C 1.341 0.311 -1.354  -0.52
3 S 0.912 0.371 -3.155  -0.23
4 N 0.431 -0.073 0.897  -0.19
5 C -0.505 -0.442 1.867  0.43
6 N -1.756 0.058 1.635  -0.37
7 O -0.262 -1.122 2.824  -0.61
8 H -0.776 0.557 -0.622  0.31
9 H -0.181 -1.067 -0.805  0.31
10 H 2.133 -0.407 -1.129  0.37
11 H 1.821 1.272 -1.163  0.38
12 H -0.373 0.019 -2.986  0.12
13 H 1.384 -0.053 1.204  0.22
14 H -2.404 -0.164 2.383  0.22
15 H -1.891 0.785 0.973  0.20

***

(4)
Here is a molecular structure, C20H37N2O3S at a distorted geometry from the Open Molecules 2025 dataset. Energies are from wB97M-V/def2-TZVPD.

## Properties
DFT total energy = -41273.54585 eV
ΔE to the lowest compared entry with this formula, charge and spin = 451.3 kcal/mol
total charge = +1
F_max = 16.884 eV Å⁻¹
HOMO-LUMO gap = 0.3317 Eh
E_HOMO = -11.49 eV

Each line ends with the Mulliken charge.
Cartesian coordinates (Å):
1 C -0.289 -0.891 2.582  -0.87
2 N -0.869 -0.354 1.326  0.67
3 C -2.302 -0.578 1.294  -0.29
4 C -2.873 -1.577 0.113  -1.90
5 H -3.517 -2.534 0.376  0.36
6 H -2.102 -2.088 -0.260  0.74
7 C -3.837 -0.941 -0.773  1.76
8 N -3.323 0.639 -1.087  0.13
9 H -3.782 1.116 -1.858  0.50
10 C -3.405 1.433 0.247  0.37
11 C -2.363 2.696 0.234  -2.11
12 H -2.527 3.313 0.918  0.76
13 H -1.325 1.816 0.223  0.32
14 H -2.284 3.132 -0.688  0.50
15 C -4.787 2.206 0.092  -2.03
16 H -4.894 2.852 -0.517  0.83
17 H -5.591 1.386 0.240  0.33
18 H -4.912 2.781 1.192  0.32
19 C -3.223 0.696 1.434  -0.48
20 H -2.943 1.225 2.432  0.25
21 H -4.365 0.253 1.719  0.35
22 C -3.529 -1.283 -2.164  -1.49
23 H -4.025 -0.799 -3.037  0.40
24 H -2.423 -1.173 -2.378  0.25
25 H -3.608 -2.276 -2.582  0.38
26 C -5.167 -0.913 -0.717  -1.71
27 H -5.793 -0.483 -1.395  0.39
28 H -5.501 -0.537 0.280  0.44
29 H -5.634 -1.997 -0.789  0.41
30 H -2.583 -1.297 2.302  0.40
31 H -2.241 0.633 -1.190  0.60
32 S -0.069 -0.527 -0.159  1.26
33 O 0.414 -1.808 -0.216  -0.59
34 O -0.807 -0.051 -1.172  -0.99
35 C 1.279 0.627 0.265  -2.85
36 C 2.698 0.356 -0.125  0.98
37 C 3.266 -0.878 0.613  0.11
38 O 2.652 -1.407 1.951  -0.71
39 C 4.674 -0.970 0.421  -0.56
40 H 5.212 -0.718 1.369  0.32
41 H 4.988 -2.099 0.206  0.36
42 C 4.706 0.129 -0.442  -0.29
43 H 5.771 0.349 -0.802  0.43
44 C 4.129 -0.646 -1.915  -1.01
45 H 4.263 0.192 -2.877  0.22
46 H 4.706 -1.564 -2.192  0.34
47 C 2.771 -0.630 -1.512  -1.95
48 H 2.198 -0.110 -2.216  0.72
49 H 2.316 -1.440 -1.601  1.22
50 C 3.718 1.217 -0.180  1.44
51 C 3.703 2.334 -1.282  -2.30
52 H 4.665 2.802 -1.458  0.41
53 H 3.189 3.103 -0.939  0.53
54 H 3.356 1.867 -2.091  0.66
55 C 4.306 1.702 1.244  -1.50
56 H 5.221 2.314 1.297  0.29
57 H 3.453 2.494 1.304  0.38
58 H 4.093 1.049 1.988  0.56
59 H 1.328 1.057 1.335  0.48
60 H 1.170 1.534 -0.057  1.34
61 H 0.798 -0.951 2.252  0.33
62 H -0.571 -1.941 2.763  0.40
63 H -0.542 -0.288 3.309  0.40